A molecular structure, C37H64CoN6O3P. Source: OMol25; level of theory: wB97M-V/def2-TZVPD.

```
112
Properties=species:S:1:pos:R:3:lowdin_charge:R:1
Co -1.613 -0.411 0.046 0.609
C -3.548 -2.338 -1.019 -0.035
N -3.111 -1.765 0.272 -0.269
C -2.754 -2.869 1.179 -0.040
C -4.239 -0.985 0.845 -0.115
C -4.207 0.382 0.267 -0.216
C -5.306 1.242 0.233 -0.012
C -5.149 2.544 -0.216 -0.071
C -3.901 2.987 -0.655 -0.077
C -2.812 2.122 -0.650 -0.105
C -2.995 0.845 -0.174 -0.131
H -4.334 -3.075 -0.836 0.112
H -2.710 -2.823 -1.510 0.094
H -3.934 -1.547 -1.655 0.089
H -3.643 -3.463 1.404 0.118
H -2.345 -2.464 2.091 0.034
H -2.018 -3.513 0.703 0.095
H -4.100 -0.927 1.926 0.130
H -5.189 -1.495 0.661 0.144
H -6.273 0.891 0.576 0.123
H -5.992 3.222 -0.211 0.112
H -3.773 4.005 -1.001 0.113
H -1.850 2.454 -1.024 0.110
C -1.910 -1.678 4.257 -0.022
N -1.640 -0.250 4.225 -0.113
C -2.027 0.474 5.436 -0.025
C -1.377 0.364 3.052 -0.399
O -1.604 -0.287 1.977 -0.029
N -0.882 1.618 3.128 -0.103
C -1.007 2.541 2.009 -0.020
C 0.065 2.003 4.180 -0.022
H -1.777 -2.029 5.278 0.107
H -1.209 -2.206 3.615 0.070
H -2.932 -1.903 3.943 0.096
H -3.002 0.110 5.762 0.104
H -2.113 1.537 5.240 0.089
H -1.312 0.310 6.242 0.103
H -2.053 2.759 1.819 0.094
H -0.548 2.151 1.104 0.055
H -0.508 3.469 2.282 0.109
H -0.324 2.818 4.791 0.104
H 0.993 2.339 3.720 0.075
H 0.293 1.155 4.818 0.094
C -0.325 -2.061 -4.075 0.019
N -1.360 -1.017 -4.067 -0.013
C -1.843 -0.565 -5.261 -0.015
C -2.867 0.302 -5.334 0.031
C -3.444 0.691 -4.088 -0.330
N -2.933 0.291 -2.928 0.207
C -1.888 -0.520 -2.891 -0.431
O -1.336 -0.899 -1.809 -0.078
N -4.528 1.463 -4.033 0.213
H -0.593 -2.820 -4.806 0.109
H -0.275 -2.512 -3.091 0.085
H 0.645 -1.640 -4.335 0.092
H -1.349 -0.951 -6.143 0.148
H -3.242 0.656 -6.282 0.126
H -4.953 1.830 -4.867 0.128
H -4.882 1.747 -3.132 0.111
O 0.209 0.154 -0.015 -0.360
P 1.629 -0.245 -0.466 0.931
C 1.758 -2.075 -0.590 -0.316
C 3.137 -2.715 -0.307 -0.167
C 3.457 -2.876 1.182 -0.179
C 2.326 -3.587 1.921 -0.177
C 0.994 -2.870 1.709 -0.188
C 0.673 -2.799 0.219 -0.188
C 2.714 0.472 0.785 -0.326
C 4.231 0.467 0.554 -0.177
C 4.956 0.820 1.867 -0.165
C 4.138 1.785 2.738 -0.187
C 3.308 2.709 1.853 -0.175
C 2.236 1.910 1.094 -0.182
C 1.758 0.273 -2.207 -0.331
C 3.007 -0.119 -3.026 -0.162
C 4.089 0.954 -3.093 -0.182
C 3.506 2.287 -3.545 -0.185
C 2.429 2.741 -2.562 -0.185
C 1.295 1.717 -2.491 -0.173
H 1.531 -2.234 -1.649 0.102
H 3.930 -2.161 -0.810 0.091
H 3.124 -3.710 -0.762 0.129
H 3.633 -1.904 1.645 0.086
H 4.381 -3.446 1.285 0.126
H 2.558 -3.660 2.984 0.119
H 2.236 -4.610 1.540 0.124
H 1.029 -1.856 2.127 0.108
H 0.198 -3.409 2.229 0.105
H -0.293 -2.322 0.054 0.056
H 0.590 -3.818 -0.175 0.137
H 2.489 -0.158 1.653 0.111
H 4.468 1.212 -0.203 0.095
H 4.592 -0.490 0.188 0.096
H 5.915 1.278 1.620 0.120
H 5.176 -0.093 2.425 0.111
H 4.808 2.363 3.372 0.118
H 3.473 1.229 3.407 0.109
H 3.972 3.219 1.149 0.120
H 2.827 3.490 2.445 0.111
H 1.969 2.433 0.174 0.094
H 1.328 1.844 1.684 0.061
H 0.940 -0.377 -2.531 0.065
H 2.667 -0.304 -4.051 0.116
H 3.428 -1.062 -2.668 0.101
H 4.874 0.623 -3.774 0.123
H 4.553 1.085 -2.117 0.088
H 3.064 2.176 -4.541 0.120
H 4.292 3.038 -3.624 0.119
H 2.016 3.704 -2.866 0.120
H 2.889 2.886 -1.580 0.098
H 0.804 1.708 -3.472 0.122
H 0.531 2.011 -1.767 0.092
```

Summary:
spin multiplicity = 1
net charge = +2
HOMO level (alpha / beta) = -13.67 / -13.67 eV

A single C5H9NO3 molecule. Source: OMol25; level of theory: wB97M-V/def2-TZVPD.

```
18
Properties=species:S:1:pos:R:3:lowdin_charge:R:1
C -0.605 -0.205 0.646 -0.517
C -0.435 1.094 -0.189 -0.022
C 0.483 -1.268 0.738 -0.008
C 1.065 1.155 -0.545 -0.552
N 1.398 0.541 -1.713 0.169
C -1.813 -0.771 -0.108 -0.167
O -1.009 0.157 1.963 -0.016
O 1.887 1.737 0.147 0.047
O -1.722 -1.370 -1.183 0.039
H -0.242 0.589 2.387 0.120
H 0.770 -0.090 -2.196 0.108
H 2.366 0.577 -2.006 0.117
H -0.638 1.980 0.422 0.135
H -0.984 1.208 -1.129 0.126
H -2.776 -0.668 0.420 0.143
H 0.738 -1.687 -0.240 0.085
H 0.133 -2.100 1.361 0.100
H 1.384 -0.882 1.224 0.096
```

Summary:
spin multiplicity = 1
HOMO level = -9.77 eV

A molecular structure, C29H22Co2F6N3O6S. Source: OMol25; level of theory: wB97M-V/def2-TZVPD.

```
69
Properties=species:S:1:pos:R:3:lowdin_charge:R:1
F 7.404 -1.833 -4.089 0.117
C 6.789 -1.983 -2.875 -0.515
F 6.456 -3.304 -2.761 0.108
F 7.731 -1.727 -1.914 0.119
C 5.600 -1.070 -2.736 -0.111
C 4.350 -1.631 -2.523 0.055
C 3.220 -0.811 -2.364 -0.194
N 2.011 -1.486 -2.135 0.060
C 0.739 -0.975 -2.017 -0.641
S 0.369 0.613 -2.396 0.849
N -0.178 -1.914 -1.617 0.036
C -1.478 -1.587 -1.017 -0.131
C -2.126 -0.450 -1.783 -0.473
C -2.716 -0.863 -3.153 -0.122
C -4.016 -0.058 -3.299 -0.159
C -4.244 0.646 -1.955 -0.207
N -3.117 0.274 -1.139 -0.034
C 3.373 0.568 -2.410 0.017
C 4.635 1.112 -2.655 -0.094
C 4.760 2.609 -2.707 -0.511
F 5.780 3.028 -3.509 0.118
F 3.613 3.196 -3.170 0.117
F 4.993 3.134 -1.458 0.119
C 5.766 0.315 -2.809 0.049
H 4.239 -2.710 -2.483 0.125
H 2.088 -2.497 -2.039 0.144
H 0.152 -2.845 -1.381 0.137
H -2.145 -2.456 -1.091 0.122
H -1.364 -1.327 0.046 0.097
H -1.315 0.350 -1.989 -0.068
H -1.979 -0.652 -3.932 0.097
H -2.939 -1.933 -3.113 0.102
H -3.925 0.674 -4.106 0.100
H -4.856 -0.725 -3.507 0.098
H -4.318 1.741 -2.053 0.106
H -5.195 0.311 -1.509 0.104
H -3.092 0.649 -0.203 0.064
H 2.522 1.243 -2.282 0.020
H 6.747 0.752 -2.975 0.137
O -4.914 2.600 1.343 0.124
C -4.412 1.806 2.022 -0.105
Co -3.567 0.549 2.914 0.064
C -2.647 1.515 4.057 -0.143
O -2.092 2.226 4.783 0.140
C -4.833 0.066 4.138 -0.174
O -5.772 0.146 4.813 0.103
C -2.815 -0.898 2.150 -0.231
C -2.266 0.269 1.675 -0.237
C -1.257 0.876 0.965 -0.133
C -0.078 1.300 1.696 -0.232
C 0.824 2.235 1.136 -0.069
C 1.851 2.773 1.899 -0.117
C 2.034 2.357 3.224 -0.139
C 1.205 1.377 3.763 -0.108
C 0.184 0.823 3.001 -0.070
Co -2.861 -1.575 4.009 0.018
C -4.150 -2.504 4.746 -0.199
O -4.988 -3.153 5.206 0.098
C -1.850 -0.925 5.305 -0.180
O -1.146 -0.640 6.178 0.104
C -1.914 -3.000 3.676 -0.174
O -1.330 -3.971 3.447 0.111
H -3.193 -1.664 1.445 0.084
H -1.282 1.144 -0.090 0.072
H 0.665 2.554 0.104 0.089
H 2.505 3.528 1.470 0.089
H 2.833 2.782 3.834 0.082
H 1.347 1.024 4.784 0.098
H -0.415 0.004 3.413 0.076
```

Summary:
spin multiplicity = 1
net charge = -1
HOMO level = -2.99 eV

A molecular structure, C16H9N5OS4W. Source: OMol25; level of theory: wB97M-V/def2-TZVPD.

```
36
Properties=species:S:1:pos:R:3:lowdin_charge:R:1
W 0.980 -0.209 1.341 0.848
N 2.746 1.222 5.313 0.097
C 2.198 1.027 4.091 -0.749
S 2.145 -0.667 3.496 0.524
N 1.746 1.976 3.366 0.038
N 0.982 1.551 2.305 -0.273
C 1.155 1.998 1.031 -0.283
C -0.072 2.433 0.312 -0.185
C -0.275 3.697 -0.215 -0.027
C -1.488 3.997 -0.825 -0.085
C -2.491 3.040 -0.892 -0.077
C -2.299 1.767 -0.366 0.004
C -1.083 1.484 0.224 -0.321
O -0.787 0.241 0.707 -0.315
H 3.249 0.493 5.781 0.090
H 2.667 2.125 5.746 0.110
H 2.102 2.471 0.778 0.124
H 0.510 4.441 -0.155 0.115
H -1.649 4.978 -1.252 0.101
H -3.430 3.278 -1.373 0.105
H -3.064 1.004 -0.423 0.121
S 0.308 -2.472 1.211 0.623
C -0.039 -2.622 -0.508 -0.631
C -0.864 -3.654 -0.947 -0.046
C -1.143 -3.811 -2.294 -0.180
C -2.009 -4.876 -2.719 -0.172
N -2.702 -5.734 -3.039 0.176
C -0.582 -2.921 -3.223 -0.178
C 0.243 -1.898 -2.790 -0.046
C 0.535 -1.744 -1.434 -0.629
S 1.631 -0.456 -0.957 0.647
C -0.854 -3.054 -4.629 -0.169
N -1.068 -3.163 -5.752 0.178
H -1.300 -4.336 -0.230 0.121
H 0.668 -1.216 -3.514 0.122
S 3.335 -0.388 1.835 0.221
```

Summary:
spin multiplicity = 1
HOMO level = -8.45 eV

A molecular structure, C21H42Mg2O29P2. Source: OMol25; level of theory: wB97M-V/def2-TZVPD.

```
96
Properties=species:S:1:pos:R:3:lowdin_charge:R:1
Mg 1.078 16.008 -8.479 1.003
Mg -3.784 15.648 -7.524 1.072
P -5.209 12.698 -7.211 -0.144
O -4.531 13.432 -8.378 -0.531
O -4.493 11.830 -6.233 -0.416
O -6.707 12.506 -6.890 -0.437
O -5.112 13.931 -6.233 -0.461
P -0.890 17.357 -6.872 -0.042
O -2.358 17.280 -6.346 -0.465
O -0.329 17.864 -8.192 -0.491
O -1.230 16.118 -7.645 -0.545
O 0.381 16.674 -6.317 -0.494
C -4.337 17.234 -11.416 -0.042
O -5.714 17.587 -11.378 0.005
C -6.370 17.592 -10.207 -0.501
O -5.830 17.452 -9.072 0.064
O -7.624 18.054 -10.340 -0.025
C -8.550 17.952 -9.305 -0.053
H -3.755 17.724 -10.636 0.092
H -3.833 17.485 -12.350 0.091
H -4.167 16.192 -11.142 0.103
H -8.677 16.911 -9.006 0.109
H -9.439 18.404 -9.743 0.098
H -8.048 18.373 -8.434 0.096
C 5.731 19.650 -11.037 -0.087
O 5.047 18.559 -10.479 -0.028
C 4.514 18.652 -9.187 -0.477
O 3.890 17.704 -8.688 0.079
O 4.683 19.873 -8.605 -0.025
C 4.248 19.968 -7.267 -0.057
H 4.964 20.318 -11.428 0.095
H 6.284 19.254 -11.888 0.090
H 6.468 20.130 -10.394 0.093
H 3.294 19.484 -7.060 0.102
H 4.261 21.006 -6.935 0.096
H 4.849 19.373 -6.578 0.094
C 3.727 17.717 -2.418 -0.027
O 4.669 17.488 -1.384 0.009
C 5.939 17.806 -1.507 -0.552
O 6.517 18.249 -2.501 0.100
O 6.515 17.401 -0.333 -0.020
C 7.874 17.260 -0.172 -0.095
H 2.807 17.149 -2.279 0.105
H 4.083 17.394 -3.396 0.094
H 3.567 18.786 -2.562 0.099
H 8.435 18.191 -0.246 0.089
H 8.326 16.561 -0.876 0.100
H 8.026 16.999 0.876 0.093
C -1.707 13.748 -2.133 -0.018
O -2.143 13.600 -0.788 -0.034
C -3.426 13.329 -0.483 -0.489
O -4.395 13.352 -1.308 0.084
O -3.526 12.956 0.830 -0.035
C -4.761 12.738 1.424 -0.091
H -1.683 12.760 -2.593 0.106
H -0.798 14.348 -2.153 0.095
H -2.519 14.261 -2.650 0.102
H -5.496 13.522 1.244 0.098
H -4.530 12.511 2.465 0.088
H -5.210 11.825 1.032 0.092
C -2.832 22.212 -9.562 -0.002
O -2.655 23.656 -9.664 -0.039
C -2.400 24.177 -10.893 -0.542
O -2.473 23.577 -11.952 0.111
O -2.169 25.539 -10.883 -0.011
C -1.863 26.216 -9.648 -0.074
H -3.666 21.916 -10.198 0.091
H -3.098 21.830 -8.577 0.101
H -1.918 21.777 -9.967 0.100
H -1.090 25.758 -9.031 0.096
H -2.678 26.425 -8.955 0.081
H -1.744 27.291 -9.779 0.083
C 4.151 12.973 -6.093 -0.054
O 3.062 12.095 -6.273 0.009
C 2.161 12.306 -7.195 -0.630
O 2.241 13.194 -8.032 0.053
O 1.331 11.291 -7.104 -0.002
C 0.195 11.126 -8.040 0.035
H 4.573 12.746 -5.114 0.090
H 3.823 14.012 -6.133 0.093
H 4.968 12.927 -6.813 0.089
H 0.614 10.944 -9.029 0.092
H -0.518 11.941 -7.916 0.112
H -0.269 10.265 -7.558 0.095
C 1.673 14.036 -13.519 -0.056
O 1.730 15.417 -13.864 -0.035
C 1.453 16.325 -12.870 -0.499
O 1.344 16.031 -11.640 0.029
O 1.526 17.528 -13.463 -0.019
C 1.268 18.769 -12.715 0.005
H 0.618 13.774 -13.435 0.099
H 2.140 13.856 -12.551 0.089
H 2.205 13.453 -14.272 0.089
H 1.952 19.568 -13.002 0.089
H 1.353 18.515 -11.659 0.083
H 0.207 19.002 -12.802 0.094
```

Summary:
spin multiplicity = 1
net charge = -2
HOMO level = 1.21 eV

A molecular structure, C34H59AsBr3ClF6NO9SV. Source: OMol25; level of theory: wB97M-V/def2-TZVPD.

```
116
Properties=species:S:1:pos:R:3:lowdin_charge:R:1
C 4.375 5.344 2.507 -0.115
O 4.520 5.388 1.099 -0.198
C 4.654 4.070 0.568 -0.241
C 4.912 4.209 -0.929 -0.159
C 5.252 2.870 -1.635 -0.197
C 6.076 1.913 -0.738 -0.209
C 6.656 0.749 -1.557 -0.207
C 7.097 -0.459 -0.695 -0.165
C 6.036 -0.990 0.282 -0.139
C 4.895 -1.831 -0.345 -0.285
O 4.216 -1.175 -1.470 -0.250
S 2.785 -0.464 -1.076 0.679
O 2.958 0.674 -0.252 -0.183
O 2.208 -0.062 -2.327 -0.274
C 1.697 -1.700 -0.300 -0.127
C 2.561 -2.920 0.123 -0.323
C 1.859 -3.836 1.150 -0.149
C 0.385 -4.196 0.823 -0.198
O -0.464 -4.093 1.944 -0.112
C -0.657 -2.733 2.290 -0.195
C -1.782 -2.539 3.293 -0.131
O -1.765 -1.205 3.837 -0.047
C -2.425 -0.360 2.955 -0.300
C -1.701 0.321 2.000 -0.002
C -2.346 1.136 1.085 -0.024
C -3.715 1.321 1.094 -0.168
C -4.476 2.188 0.066 -0.430
C -3.438 3.177 -0.558 -0.060
C -5.533 3.066 0.754 -0.038
C -4.964 1.243 -1.100 -0.104
C -6.481 1.123 -1.364 -0.531
C -7.322 0.547 -0.190 -0.087
C -7.125 2.418 -1.967 -0.046
C -6.611 0.050 -2.506 -0.073
C -4.418 0.650 2.083 -0.075
C -3.778 -0.160 2.984 -0.042
C 3.881 -2.347 0.735 -0.573
Cl 4.725 -3.557 1.757 0.765
H 5.023 4.589 2.974 0.075
H 3.324 5.178 2.794 0.090
H 4.665 6.310 2.939 0.084
H 3.703 3.536 0.736 0.133
H 5.470 3.590 1.124 0.115
H 5.698 4.934 -1.160 0.116
H 3.976 4.573 -1.375 0.113
H 4.342 2.335 -1.940 0.094
H 5.850 3.080 -2.534 0.108
H 6.903 2.493 -0.310 0.129
H 5.408 1.596 0.067 0.087
H 5.987 0.477 -2.374 0.063
H 7.567 1.128 -2.049 0.117
H 7.500 -1.256 -1.340 0.111
H 7.946 -0.107 -0.096 0.124
H 5.612 -0.198 0.920 0.108
H 6.566 -1.676 0.955 0.117
H 5.367 -2.738 -0.751 0.151
H 1.283 -1.188 0.577 0.120
H 0.918 -1.944 -1.022 0.102
H 2.863 -3.435 -0.803 0.150
H 2.427 -4.770 1.163 0.097
H 1.994 -3.372 2.132 0.115
H 0.372 -5.245 0.508 0.129
H -0.057 -3.620 -0.010 0.111
H -0.909 -2.192 1.359 0.117
H 0.257 -2.284 2.713 0.133
H -1.761 -3.241 4.132 0.139
H -2.761 -2.658 2.806 0.125
H -0.620 0.210 1.941 0.119
H -1.702 1.610 0.349 0.106
H -3.924 3.964 -1.142 0.086
H -2.893 3.626 0.285 0.089
H -2.687 2.635 -1.142 0.070
H -6.199 2.447 1.360 0.061
H -6.071 3.737 0.083 0.077
H -5.008 3.704 1.482 0.099
H -4.589 0.225 -0.886 0.087
H -4.472 1.542 -2.036 0.113
H -7.753 1.406 0.348 0.070
H -6.732 -0.029 0.533 -0.053
H -8.194 -0.015 -0.551 0.087
H -7.662 3.004 -1.218 0.068
H -7.754 2.165 -2.824 0.069
H -6.298 3.012 -2.384 0.082
H -5.837 0.198 -3.271 0.081
H -7.611 0.065 -2.952 0.075
H -6.466 -0.934 -2.038 0.070
H -5.495 0.787 2.098 0.094
H -4.387 -0.659 3.739 0.127
H 3.628 -1.508 1.403 0.115
F 4.836 2.285 3.996 -0.270
As 5.697 0.844 4.477 0.723
F 4.533 0.560 5.734 -0.262
F 6.663 1.781 5.574 -0.261
F 6.555 -0.600 4.939 -0.271
F 6.862 1.120 3.195 -0.284
F 4.724 -0.105 3.347 -0.295
C -2.587 -1.369 -2.167 -0.336
O -3.600 -1.506 -1.518 0.005
N -2.295 -2.078 -3.280 -0.195
C -1.075 -1.877 -4.029 -0.065
C -3.250 -3.077 -3.734 -0.032
H -1.806 -0.634 -1.894 0.137
H -1.318 -1.579 -5.051 0.092
H -0.503 -2.812 -4.054 0.086
H -0.467 -1.101 -3.571 0.071
H -4.208 -2.599 -3.942 0.092
H -3.401 -3.823 -2.952 0.094
H -2.882 -3.563 -4.635 0.086
C -7.201 -3.525 0.741 -1.611
Br -6.238 -5.184 0.537 0.566
Br -8.742 -3.727 1.881 0.579
Br -6.050 -2.103 1.339 0.724
H -7.565 -3.248 -0.239 -0.030
O 4.797 -1.092 -3.232 -0.263
V 4.583 -1.692 -4.834 1.215
O 4.382 -2.215 -6.361 -0.350
```

Summary:
spin multiplicity = 1
HOMO level = -8.94 eV

A single C19H20N4O2S2 molecule. Source: OMol25; level of theory: wB97M-V/def2-TZVPD.

```
47
Properties=species:S:1:pos:R:3:lowdin_charge:R:1
C 0.919 4.359 -1.400 -0.031
C 1.293 3.004 -0.910 -0.327
C 2.442 2.349 -1.216 -0.356
S 2.598 0.800 -0.457 1.077
C 1.076 1.019 0.310 -0.508
N 0.552 0.112 1.158 0.086
C -0.580 0.418 1.685 -0.621
N -1.274 1.546 1.396 0.151
C -0.814 2.549 0.516 -0.406
O -1.505 3.521 0.314 0.078
C 0.486 2.234 -0.023 -0.130
H -2.173 1.715 1.833 0.151
S -1.288 -0.674 2.856 1.001
C 0.114 -1.789 3.180 -0.331
H -0.305 -2.619 3.750 0.088
H 0.825 -1.247 3.804 0.091
C 0.889 -2.291 1.963 -0.554
O 2.098 -2.203 1.954 0.051
N 0.204 -2.896 0.973 -0.053
C -1.195 -3.244 0.944 -0.142
H -1.654 -3.102 1.920 0.090
C -1.933 -2.390 -0.106 -0.142
N -1.064 -2.119 -1.228 -0.086
C -0.967 -0.856 -1.777 -0.223
C 0.162 -0.438 -2.490 -0.051
C 0.195 0.798 -3.106 -0.098
C -0.875 1.669 -3.010 -0.105
C -1.987 1.281 -2.285 -0.089
C -2.042 0.037 -1.688 -0.034
H -2.946 -0.249 -1.172 0.104
H -2.831 1.949 -2.191 0.110
H -0.842 2.634 -3.491 0.103
H 1.078 1.085 -3.659 0.109
H 1.032 -1.071 -2.565 0.094
C -0.077 -3.148 -1.429 -0.133
H -0.607 -4.104 -1.507 0.123
C 0.918 -3.193 -0.259 -0.096
H 1.698 -2.435 -0.366 0.113
H 1.400 -4.176 -0.197 0.132
H 0.449 -2.993 -2.369 0.118
H -2.840 -2.921 -0.431 0.129
H -2.236 -1.448 0.355 0.077
H -1.272 -4.307 0.689 0.127
H 3.230 2.686 -1.860 0.074
H 1.122 5.100 -0.627 0.091
H 1.485 4.617 -2.291 0.081
H -0.147 4.391 -1.610 0.071
```

Summary:
spin multiplicity = 1
HOMO level = -7.58 eV